(1)
Density functional theory data (ωB97M-V/def2-TZVPD) for an isolated molecule of C6H12O.

XYZ file:
```
19
C6H12O ωB97M-V/def2-TZVPD
C -0.211 2.342 0.125
C 0.881 1.333 -0.102
C 0.858 0.382 -1.261
C 0.715 -0.148 0.137
C -0.564 -0.861 0.543
C -0.831 -2.151 -0.238
O -0.570 -1.114 1.939
H -1.197 1.873 0.087
H -0.189 3.135 -0.628
H -0.111 2.809 1.108
H 1.878 1.691 0.154
H -0.064 0.375 -1.840
H 1.750 0.201 -1.856
H 1.594 -0.550 0.626
H -1.421 -0.204 0.376
H -0.971 -1.959 -1.307
H -1.742 -2.619 0.152
H -0.012 -2.872 -0.131
H 0.207 -1.661 2.116
```

E_tot, eV: -8463.206
LUMO level, eV: 1.071
Frontier orbital gap, eV: 11.00
SMILES: C[C@@H]1C[C@@H]1[C@@H](C)O
Total charge: 0
Energy relative to the best compared isomer or geometry (same formula, charge and spin), eV: 1.147
Max |F|, eV/A: 0.49

Results of the natural (NBO) charge analysis, in e, for atoms 1 through 5: C -0.608; C -0.209; C -0.425; C -0.247; C 0.095

---

(2)
Density functional theory data (ωB97M-V/def2-TZVPD) for a cluster of 2 separate species, C7H14 in total at a distorted geometry.

XYZ file:
```
21
C7H14 ωB97M-V/def2-TZVPD
C -1.307 -0.616 -2.418
C -1.341 0.219 0.342
C -0.580 0.007 1.659
C 0.637 0.737 1.055
C 2.025 0.202 1.354
C -0.008 0.558 -0.345
C 0.381 -0.595 -1.186
H -1.844 -0.667 -0.055
H -2.298 -0.870 -1.963
H -1.439 0.376 -2.850
H -2.041 1.056 0.330
H -1.032 0.422 2.559
H -0.364 -1.056 1.823
H 0.587 1.805 1.298
H 2.109 -0.861 1.097
H 2.803 0.746 0.806
H 2.237 0.300 2.425
H 0.018 1.439 -0.993
H -0.392 -1.172 -2.658
H 0.446 -1.561 -0.651
H 1.402 -0.469 -1.631
```

E_tot, eV: -7481.818
LUMO level, eV: 1.097
Frontier orbital gap, eV: 9.44
Total charge: 0
Energy relative to the best compared isomer or geometry (same formula, charge and spin), eV: 4.476
Max |F|, eV/A: 2.77

Results of the natural (NBO) charge analysis, in e, for atoms 1 through 5: C -0.656; C -0.396; C -0.405; C -0.211; C -0.612

---

(3)
Density functional theory data (ωB97M-V/def2-TZVPD) for a cluster of 3 separate species, C31H53FN4O4 in total at a distorted geometry.

XYZ file:
```
93
C31H53FN4O4 ωB97M-V/def2-TZVPD
C 0.209 -8.430 -1.101
C -0.297 -6.992 -1.134
C -1.109 -6.452 -0.148
C -1.602 -5.151 -0.203
C -1.261 -4.318 -1.264
C -1.735 -2.886 -1.474
C -1.080 -1.769 -0.633
C -1.029 -1.858 0.914
C -0.103 -2.927 1.581
C -0.758 -3.405 2.899
O -1.761 -4.070 2.891
N -0.229 -3.033 4.196
C -0.523 -1.631 4.516
C 1.208 -3.282 4.296
O -0.327 -0.607 1.189
C 0.253 -0.030 0.089
O 0.660 1.088 0.078
C 0.226 -1.071 -1.113
N 0.013 -0.279 -2.330
C 0.218 -0.946 -3.349
O 0.711 -1.624 -4.173
C 1.582 -1.775 -0.932
C 2.745 -0.845 -1.409
F 1.723 -2.959 -1.659
C -0.445 -4.876 -2.262
C 0.042 -6.166 -2.214
H 1.222 -8.501 -0.674
H 0.280 -8.835 -2.124
H -0.492 -9.086 -0.563
H -1.353 -7.107 0.695
H -2.263 -4.757 0.572
H -1.663 -2.649 -2.550
H -2.820 -2.867 -1.256
H -1.799 -0.929 -0.755
H -2.050 -1.906 1.319
H 0.206 -3.753 0.929
H 0.827 -2.419 1.886
H 0.322 -0.951 4.290
H -1.428 -1.245 4.027
H -0.685 -1.565 5.605
H 1.797 -2.538 3.715
H 1.517 -3.170 5.348
H 1.512 -4.286 3.967
H 1.823 -2.015 0.113
H 3.624 -1.024 -0.771
H 2.498 0.221 -1.309
H 2.962 -1.040 -2.469
H -0.165 -4.245 -3.114
H 0.665 -6.537 -3.031
C -1.583 3.061 5.848
C -0.204 3.704 5.808
N 0.873 2.762 5.564
C 2.193 3.331 5.785
C 2.647 4.470 4.866
C 0.738 1.939 4.372
C 0.618 2.644 3.018
H -1.624 2.265 6.594
H -2.332 3.809 6.111
H -1.868 2.644 4.880
H -0.037 4.173 6.782
H -0.216 4.517 5.067
H 2.937 2.530 5.746
H 2.228 3.695 6.818
H 2.936 4.105 3.882
H 3.528 4.956 5.294
H 1.883 5.239 4.747
H -0.140 1.301 4.498
H 1.576 1.235 4.331
H -0.053 3.504 3.054
H 0.222 1.951 2.277
H 1.587 2.977 2.648
C -2.455 4.078 -7.284
C -2.025 3.542 -5.926
N -0.601 3.273 -5.827
C -0.243 2.523 -4.633
C -0.463 3.187 -3.271
C 0.280 4.381 -6.157
C 0.139 5.675 -5.346
H -2.160 3.399 -8.087
H -3.541 4.184 -7.313
H -2.029 5.062 -7.489
H -2.565 2.605 -5.763
H -2.367 4.239 -5.148
H 0.805 2.216 -4.708
H -0.812 1.586 -4.647
H 0.295 3.940 -3.061
H -0.388 2.435 -2.483
H -1.449 3.646 -3.184
H 0.136 4.627 -7.213
H 1.317 4.039 -6.101
H -0.902 5.955 -5.183
H 0.619 6.497 -5.882
H 0.633 5.601 -4.378
```

E_tot, eV: -49872.878
LUMO level, eV: 0.453
Frontier orbital gap, eV: 8.51
SMILES: Cc1ccc(C[C@H]2[C@@H](CC(=O)N(C)C)OC(=O)[C@@]2(N=C=O)[C@H](C)F)cc1.CCN(CC)CC.CCN(CC)CC
Total charge: 0
Max |F|, eV/A: 2.86

Results of the Löwdin charge analysis, in e, for atoms 1 through 5: C -0.055; C -0.273; C -0.042; C -0.051; C -0.223

---

(4)
Density functional theory data (ωB97M-V/def2-TZVPD) for a structure of composition C3H12B2Br2Na6O3 at a distorted geometry.

XYZ file:
```
28
C3H12B2Br2Na6O3 ωB97M-V/def2-TZVPD
Na -3.322 2.977 -1.444
Na -0.429 4.577 -0.225
Na -3.170 0.475 1.287
Na 1.588 0.282 -1.193
Na -0.676 2.565 -3.118
Na -1.079 -1.731 -0.311
C -0.692 1.733 -0.029
O -1.752 2.399 0.313
O -0.501 0.502 0.142
O 0.184 2.388 -0.658
B 1.130 1.021 -3.685
H 0.491 0.730 -2.812
H 0.561 0.793 -4.675
H 1.493 2.094 -3.623
H 2.044 0.309 -3.678
B 1.221 -2.124 -1.731
H 0.487 -1.285 -1.835
H 1.116 -2.821 -2.648
H 2.245 -1.660 -1.598
H 0.894 -2.722 -0.811
Br -1.852 0.231 4.450
C -0.691 -1.347 4.668
C 0.253 -1.271 3.497
Br 1.230 -2.990 3.424
H -1.339 -2.214 4.654
H -0.160 -1.234 5.606
H 0.946 -0.435 3.515
H -0.218 -1.241 2.518
```

E_tot, eV: -177372.049
LUMO level, eV: -9.123
Frontier orbital gap, eV: 4.67
Total charge: +2
Energy relative to the best compared isomer or geometry (same formula, charge and spin), eV: 0.000
Max |F|, eV/A: 3.16

Results of the natural (NBO) charge analysis, in e, for atoms 1 through 5: Na 0.982; Na 0.979; Na 0.952; Na 0.952; Na 0.940

---

(5)
Density functional theory data (ωB97M-V/def2-TZVPD) for a structure of composition C40H32BrIrN6OS2 at a distorted geometry.

XYZ file:
```
83
C40H32BrIrN6OS2 ωB97M-V/def2-TZVPD
Ir 0.006 -0.014 0.107
C -3.246 3.387 1.082
C -1.946 2.734 0.659
N -1.859 1.425 0.514
N -3.008 0.772 0.817
C -3.198 -0.385 0.238
S -2.213 -1.156 -0.919
S -4.620 -1.332 0.634
C -4.780 -1.018 2.418
C -4.098 -2.103 3.236
C -4.782 -2.675 4.304
C -4.193 -3.673 5.076
C -2.921 -4.130 4.768
C -2.232 -3.571 3.695
C -2.810 -2.558 2.942
C -0.816 3.609 0.408
C -0.956 4.985 0.640
C 0.046 5.884 0.344
C 1.278 5.450 -0.222
C 1.482 4.134 -0.442
C 0.466 3.161 -0.117
O 0.751 1.958 -0.320
H -4.065 2.692 1.020
H -3.470 4.247 0.451
H -3.165 3.736 2.119
H -5.847 -1.005 2.629
H -4.375 -0.021 2.586
H -5.789 -2.336 4.537
H -4.740 -4.105 5.908
H -2.468 -4.924 5.355
H -1.244 -3.937 3.433
H -2.258 -2.135 2.110
H -1.875 5.362 1.065
H -0.110 6.938 0.544
H 2.047 6.173 -0.470
H 2.407 3.748 -0.854
Br -2.818 -0.447 7.239
C -1.783 -0.291 5.678
C -2.125 0.649 4.720
C -1.360 0.768 3.570
C -0.258 -0.049 3.374
C 0.069 -0.996 4.339
C -0.689 -1.116 5.495
N 0.583 0.092 2.198
C 1.818 0.155 2.434
C 2.873 0.116 1.408
C 4.198 0.223 1.772
C 5.171 0.126 0.781
C 4.769 -0.067 -0.524
C 3.405 -0.144 -0.802
N 2.495 -0.056 0.153
H -2.981 1.296 4.876
H -1.602 1.530 2.844
H 0.911 -1.665 4.176
H -0.426 -1.848 6.248
H 2.138 0.236 3.470
H 4.463 0.378 2.815
H 6.224 0.197 1.032
H 5.493 -0.159 -1.327
H 3.035 -0.289 -1.816
C -0.633 2.207 -5.138
C -1.172 2.419 -3.876
C -0.865 1.566 -2.824
C 0.004 0.490 -3.016
C 0.545 0.275 -4.292
C 0.221 1.127 -5.335
N 0.308 -0.382 -1.960
N 0.877 -1.570 -2.262
C 0.990 -2.386 -1.185
C 1.550 -3.666 -1.314
C 1.643 -4.497 -0.210
C 1.173 -4.085 1.041
C 0.637 -2.809 1.187
C 0.538 -1.959 0.093
H -0.886 2.867 -5.960
H -1.851 3.249 -3.711
H -1.324 1.712 -1.856
H 1.207 -0.569 -4.440
H 0.638 0.941 -6.321
H 1.908 -3.978 -2.289
H 2.082 -5.483 -0.316
H 1.232 -4.748 1.897
H 0.267 -2.498 2.163
```

E_tot, eV: -147527.904
⟨S²⟩: 8.89
LUMO level (spin up / spin down), eV: -4.225 / -5.722
2S+1: 6
Frontier orbital gap (spin up / spin down), eV: 3.53 / 5.07
Total charge: +1
Max |F|, eV/A: 6.65

Results of the Löwdin charge analysis, in e, for atoms 1 through 5: Ir 1.448; C -0.007; C -0.241; N -0.066; N -0.080